{"formula": "C52H118F2N5O13P2S2", "method": "ωB97M-V/def2-TZVPD", "elements": ["N", "S", "O", "O", "F", "S", "O", "O", "F", "C", "C", "O", "N", "H", "H", "C", "H", "H", "H", "H", "H", "H", "C", "C", "O", "N", "H", "H", "C", "H", "H", "H", "H", "H", "H", "C", "C", "O", "N", "H", "H", "C", "H", "H", "H", "H", "H", "H", "C", "C", "C", "C", "N", "C", "C", "C", "C", "C", "H", "H", "H", "H", "H", "H", "H", "H", "H", "H", "H", "H", "H", "H", "H", "H", "H", "H", "H", "H", "C", "C", "C", "C", "P", "C", "C", "C", "C", "C", "C", "C", "C", "C", "C", "C", "C", "H", "H", "H", "H", "H", "H", "H", "H", "H", "H", "H", "H", "H", "H", "H", "H", "H", "H", "H", "H", "H", "H", "H", "H", "H", "H", "H", "H", "H", "H", "H", "H", "H", "H", "H", "H", "C", "C", "C", "C", "P", "C", "C", "C", "C", "C", "C", "C", "C", "C", "C", "C", "C", "H", "H", "H", "H", "H", "H", "H", "H", "H", "H", "H", "H", "H", "H", "H", "H", "H", "H", "H", "H", "H", "H", "H", "H", "H", "H", "H", "H", "H", "H", "H", "H", "H", "H", "H", "H", "O", "C", "O", "O", "H", "O", "C", "O", "O", "H"], "positions_angstrom": [[-2.4763, 0.4652, -5.2867], [-1.7338, 1.7089, -5.7170], [-0.2818, 1.5227, -5.8125], [-2.2750, 3.0143, -5.4422], [-2.2606, 1.4093, -7.1834], [-2.1249, 0.7126, -3.6156], [-2.5738, 1.8987, -2.8829], [-0.8563, 0.1030, -3.2466], [-3.0320, -0.5185, -3.1239], [0.5463, -3.8157, -8.7951], [-0.3134, -3.7999, -7.5501], [0.1257, -4.1254, -6.4710], [-1.7625, -3.2792, -7.7046], [-2.0329, -2.5607, -7.0483], [-1.8666, -2.7981, -8.5865], [-2.7967, -4.4140, -7.5735], [1.0072, -2.8387, -8.9406], [-0.1102, -4.2001, -9.5757], [1.3881, -4.4978, -8.6759], [-2.6812, -5.1106, -8.4039], [-3.6960, -3.9004, -7.9135], [-2.8934, -4.7901, -6.5550], [1.0523, -4.3036, 1.0740], [2.1654, -3.9556, 2.0492], [3.1535, -3.2917, 1.7158], [1.9316, -4.1304, 3.5889], [2.1228, -3.2660, 4.0752], [0.9441, -4.2369, 3.7720], [2.6727, -5.3667, 4.0801], [0.8457, -5.3689, 0.9712], [1.3501, -4.0470, 0.0574], [0.1697, -3.7235, 1.3437], [3.7427, -5.4410, 3.8858], [2.2586, -6.1863, 3.4928], [2.4535, -5.6686, 5.1043], [-8.7389, 0.5450, -3.6569], [-7.5422, 0.9995, -4.4173], [-7.1722, 2.1553, -4.5527], [-6.9906, -0.0041, -5.3667], [-5.9836, 0.0721, -5.3818], [-7.2071, -0.9382, -5.0492], [-7.5390, 0.1602, -6.8439], [-9.6559, 0.8157, -4.1802], [-8.7932, 1.2291, -2.8101], [-8.7122, -0.5257, -3.4542], [-8.5411, -0.2593, -6.9327], [-6.9475, -0.4762, -7.5020], [-7.4728, 1.2126, -7.1200], [6.0017, -0.6877, -5.5874], [5.4196, -0.1274, -4.3321], [6.2307, -0.2613, -3.0980], [7.5861, 0.4642, -3.0411], [8.3477, 0.2375, -1.7093], [7.5964, 0.6690, -0.4732], [8.6436, 0.9709, 0.5539], [9.9980, 1.2455, -0.1199], [9.6744, 1.0807, -1.6171], [8.8121, -1.2466, -1.5849], [7.0505, -0.3960, -5.6414], [5.5157, -0.3114, -6.4876], [6.0226, -1.7769, -5.6234], [4.4486, -0.5978, -4.1775], [5.3457, 0.9566, -4.4200], [6.3709, -1.3377, -2.9991], [5.6302, 0.1058, -2.2657], [7.3750, 1.5336, -3.0387], [8.2540, 0.2206, -3.8673], [6.9154, -0.0797, -0.0685], [7.1836, 1.6319, -0.7740], [8.7367, 0.2361, 1.3536], [8.2566, 1.8649, 1.0430], [10.7721, 0.5377, 0.1766], [10.4415, 2.2228, 0.0706], [10.4844, 0.6611, -2.2137], [9.4443, 2.0138, -2.1314], [9.5175, -1.4363, -2.3939], [7.9695, -1.9380, -1.5849], [9.3802, -1.4084, -0.6689], [-3.9888, -7.6279, -2.1182], [-4.4365, -7.7522, -0.6048], [-5.5207, -6.6814, -0.2504], [-5.9848, -6.7228, 1.2018], [-7.3944, -5.6292, 1.5020], [-7.0264, -3.9429, 1.0339], [-5.6226, -3.4397, 1.7523], [-5.4541, -1.9750, 1.8801], [-4.1689, -1.6061, 2.5925], [-8.8464, -6.2923, 0.5356], [-9.1163, -7.7737, 0.7535], [-10.4979, -8.3274, 0.3453], [-10.4355, -9.8685, 0.4943], [-7.7454, -5.7126, 3.3131], [-9.1702, -5.3362, 3.7068], [-9.2498, -4.6102, 5.0907], [-10.5705, -4.4192, 5.7742], [-3.5542, -8.5822, -2.4160], [-3.2735, -6.8186, -2.2650], [-4.8579, -7.3860, -2.7299], [-3.5060, -7.6528, -0.0460], [-4.7982, -8.7443, -0.3344], [-6.3498, -6.8474, -0.9383], [-5.1551, -5.6933, -0.5298], [-5.1805, -6.3460, 1.8337], [-6.2632, -7.7379, 1.4849], [-7.8713, -3.3804, 1.4313], [-6.9468, -3.9432, -0.0532], [-4.7708, -3.8208, 1.1890], [-5.5855, -3.8215, 2.7726], [-6.3363, -1.7003, 2.4584], [-5.5984, -1.2844, 1.0492], [-4.0398, -2.2326, 3.4751], [-3.9844, -0.5677, 2.8678], [-3.2740, -1.7803, 1.9950], [-8.5058, -6.1896, -0.4947], [-9.6331, -5.5666, 0.7421], [-8.8099, -8.1908, 1.7127], [-8.3791, -8.2072, 0.0778], [-10.6042, -8.0263, -0.6969], [-11.3749, -7.9322, 0.8579], [-9.6859, -10.1294, 1.2414], [-10.0615, -10.4771, -0.3289], [-11.3416, -10.3276, 0.8897], [-7.0303, -5.0314, 3.7744], [-7.5345, -6.7430, 3.5990], [-9.8176, -6.2113, 3.7633], [-9.6862, -4.8032, 2.9082], [-8.8134, -3.6135, 5.0259], [-8.5612, -5.1366, 5.7516], [-11.1903, -5.3158, 5.7834], [-11.0966, -3.6946, 5.1526], [-10.3983, -4.1688, 6.8210], [5.9836, 11.4789, 5.1258], [5.0805, 11.1451, 4.0004], [4.8716, 9.6247, 3.9362], [4.2990, 8.9648, 5.1848], [4.2025, 7.0688, 5.0265], [5.8292, 6.5145, 4.6188], [7.0028, 7.0375, 5.4703], [8.3523, 6.5980, 4.9274], [9.4858, 7.3092, 5.7032], [3.7032, 6.2916, 6.6530], [4.5549, 6.6846, 7.8764], [3.8008, 7.1608, 9.0974], [4.8307, 7.6678, 10.1592], [3.0708, 6.5201, 3.6675], [3.1480, 4.9640, 3.4444], [2.4490, 4.5028, 2.1614], [3.1329, 4.8453, 0.8277], [6.1976, 12.5430, 5.0257], [6.9674, 11.0109, 5.0903], [5.6747, 11.2615, 6.1483], [5.5595, 11.4955, 3.0861], [4.1558, 11.7002, 4.1576], [5.8157, 9.1923, 3.6047], [4.2070, 9.4421, 3.0918], [3.4003, 9.3608, 5.6577], [5.1069, 9.0689, 5.9091], [5.9493, 6.6384, 3.5425], [5.7382, 5.4653, 4.8997], [6.9452, 6.7307, 6.5146], [6.9937, 8.1255, 5.4044], [8.4631, 6.8773, 3.8796], [8.4984, 5.5241, 5.0429], [10.4680, 6.9948, 5.3501], [9.5276, 7.2766, 6.7919], [9.3782, 8.3914, 5.6299], [3.7428, 5.2321, 6.3999], [2.6717, 6.6105, 6.8027], [5.2529, 7.4709, 7.5888], [5.2636, 5.9294, 8.2163], [3.2057, 6.3321, 9.4811], [3.1051, 7.9554, 8.8276], [5.3819, 6.7864, 10.4869], [4.3363, 7.9923, 11.0748], [5.5469, 8.4550, 9.9232], [3.2998, 7.0605, 2.7490], [2.0747, 6.8728, 3.9348], [2.5701, 4.5064, 4.2473], [4.1871, 4.6408, 3.5066], [1.4935, 5.0175, 2.0600], [2.3031, 3.4366, 2.3345], [2.8947, 4.2203, -0.0330], [4.2228, 4.8313, 0.8298], [3.0035, 5.8872, 0.5344], [2.6381, 2.8593, -10.2619], [2.9469, 2.1385, -11.2996], [2.2710, 1.1138, -11.4531], [3.9201, 2.4136, -12.0453], [2.0485, 2.2124, -9.8676], [-2.5492, -1.5655, -11.4846], [-3.5759, -1.5359, -12.2194], [-3.6031, -0.7356, -13.1874], [-4.6155, -2.1444, -11.8356], [-2.0731, -0.8820, -11.9618]], "mulliken_charge": [-0.11, 0.99, -0.57, -0.56, -0.28, 0.99, -0.54, -0.60, -0.29, -0.91, 0.52, -0.47, -0.10, 0.31, 0.35, -0.88, 0.34, 0.37, 0.32, 0.38, 0.42, 0.33, -0.97, 0.44, -0.48, -0.19, 0.36, 0.41, -0.84, 0.35, 0.34, 0.27, 0.34, 0.36, 0.39, -1.02, 0.53, -0.42, -0.09, 0.28, 0.39, -0.80, 0.33, 0.34, 0.35, 0.35, 0.41, 0.35, -1.25, -0.53, -0.25, -0.69, 0.16, -0.63, -0.75, -0.56, -0.68, -0.94, 0.32, 0.37, 0.32, 0.33, 0.32, 0.23, 0.29, 0.26, 0.46, 0.39, 0.47, 0.33, 0.37, 0.35, 0.34, 0.46, 0.42, 0.38, 0.31, 0.42, -1.19, -0.63, -0.71, -0.94, 0.21, -0.77, -0.49, -0.67, -1.34, -1.13, -1.05, -0.42, -1.22, -0.85, -0.54, -0.74, -1.38, 0.38, 0.31, 0.32, 0.34, 0.39, 0.26, 0.27, 0.64, 0.59, 0.54, 0.65, 0.30, 0.33, 0.32, 0.41, 0.36, 0.39, 0.28, 0.73, 0.65, 0.57, 0.26, 0.32, 0.38, 0.35, 0.33, 0.34, 0.62, 0.63, 0.43, 0.35, 0.32, 0.44, 0.35, 0.34, 0.36, -1.21, -0.52, -0.61, -0.55, 0.74, -1.25, -0.43, -0.44, -1.39, -0.82, -0.71, -0.60, -1.36, -1.01, -0.39, -0.63, -1.26, 0.40, 0.28, 0.33, 0.35, 0.33, 0.27, 0.27, 0.63, 0.24, 0.59, 0.72, 0.21, 0.06, 0.38, 0.35, 0.37, 0.37, 0.33, 0.60, 0.55, 0.11, 0.54, 0.35, 0.40, 0.34, 0.40, 0.33, 0.47, 0.54, 0.27, 0.33, 0.33, 0.39, 0.36, 0.31, 0.35, -0.46, 0.73, -0.68, -0.67, 0.31, -0.36, 0.60, -0.73, -0.79, 0.31], "gap_ha": 0.035, "total_energy_ha": -4981.50045, "largest_force_ev_per_a": 8.806, "spin_multiplicity": 1, "charge": 3}